Formula: C29H62N18O33
Source: OMol25
Level of theory: ωB97M-V with the def2-TZVPD basis set

The net charge is 0. Its LUMO energy is -1.40 eV. As for the spin multiplicity: 1. The value obtained for the highest occupied orbital energy is -0.30143 Ha.

Geometry as XYZ:
```
142
Properties=species:S:1:pos:R:3:forces:R:3
O -10.5927 -6.9438 0.4772 -0.84 0.62 1.49
O -4.5909 -8.9789 4.0574 -1.72 0.78 0.32
O 5.7795 2.5446 -4.0641 1.25 0.91 -0.78
O -6.7505 -8.5539 3.9645 1.63 0.00 0.64
O 6.0321 -1.2922 2.1225 0.97 -1.39 0.34
O 9.0441 0.9665 -8.2276 0.24 -0.79 1.77
O -7.5914 5.9555 -3.8362 -0.35 -1.36 1.12
O -7.0278 -5.0329 0.6415 -0.01 -1.25 1.67
O -7.8970 -2.7092 -1.9561 -0.35 0.00 -1.68
O -11.1904 -6.9030 2.5972 0.29 0.48 -1.66
O 3.9886 -1.0417 -1.8208 -1.09 1.55 0.05
O -4.1702 2.7546 -5.8430 1.58 0.08 0.55
O 10.2234 2.8422 5.1169 -0.86 -1.72 0.42
O -7.9859 -3.4519 -4.0283 -0.11 1.22 1.56
O -4.1119 3.2379 -1.1513 -0.86 -5.21 5.92
O 2.6558 -7.1518 -0.3391 0.64 1.83 -0.43
O -8.7511 4.5031 -2.6533 1.27 0.83 -0.69
O 9.7472 0.6242 -6.1680 -0.78 -0.22 -1.36
O -5.7823 -0.4940 1.1914 0.80 -1.30 0.07
O 6.7595 -3.3689 2.2311 -0.08 1.70 0.15
O -6.3247 -5.3752 2.7011 -0.69 -0.04 -1.42
O -3.5258 1.0231 -0.3385 -2.25 2.99 -0.16
O 9.3118 0.8621 4.7976 0.65 1.31 0.71
O 2.5184 0.5059 -1.2758 1.11 -0.80 -0.72
O 3.6414 -5.5203 -1.4438 -1.19 -0.98 1.23
O 6.3886 -0.4594 5.7910 -0.88 1.29 0.05
O 8.0230 -4.2303 -2.5836 -1.33 1.17 -0.18
O 6.9392 3.9969 -5.2471 -0.45 -1.60 1.29
O 4.9184 1.0883 6.3359 1.38 -0.88 -0.89
O 4.1143 3.9884 -0.8441 -1.56 -0.48 -0.28
O -2.0105 2.3296 -5.7502 -1.62 0.69 0.34
O -4.0925 -1.8811 1.4639 -1.62 0.83 -0.41
O 6.8249 -2.4752 -3.1647 0.56 -1.36 0.54
N 9.7190 1.7849 5.5129 0.26 0.35 -1.01
N 6.8370 3.0382 -4.4728 -0.46 0.83 -0.56
N -5.6127 -8.3832 4.4177 0.28 -0.75 -0.65
N -5.2231 -1.5887 1.0573 0.77 0.31 0.34
N 3.4139 0.0400 -1.9900 -0.04 -0.80 0.56
N -11.1286 -6.4198 1.4607 0.30 -0.94 0.18
N -8.1064 -2.5728 -3.1672 0.27 -1.15 -0.15
N 5.8139 0.6223 5.6218 -0.35 -0.41 0.71
N -0.4470 6.8727 -0.2317 -6.76 -0.46 3.08
N -3.0324 2.9253 -5.3899 0.12 -0.68 -0.75
N 6.8592 -2.1544 2.4412 -0.83 -0.19 -0.43
N 3.1322 2.9010 2.5867 -0.50 0.35 -0.37
N 2.9886 -5.9711 -0.4953 0.10 -0.94 -0.58
N -7.6936 4.9967 -3.0620 -0.86 0.42 -0.39
N -6.9887 -5.6700 1.7005 0.23 0.39 -0.20
N 6.9903 -3.5502 -2.5766 0.73 0.30 -0.34
N 9.0832 0.3294 -7.1687 0.44 0.88 -0.56
N -3.3921 6.1866 1.1886 5.10 2.43 -2.73
C 9.5928 1.6119 6.9853 -0.12 -0.28 0.25
C 5.8449 -4.0779 -1.7870 -0.18 0.16 -0.10
C -4.1932 2.3543 -0.1515 1.59 1.87 -4.29
C 0.2871 4.3338 0.3034 -1.10 -1.97 1.39
C -2.8846 3.9415 -4.3131 0.21 0.14 0.18
C -2.4789 3.7000 1.7148 2.41 -0.93 -0.15
C -1.5877 7.8375 -0.0623 0.22 -2.21 0.53
C -8.5430 -1.2261 -3.6251 -0.09 0.17 -0.30
C 2.9514 3.6419 0.0369 -0.09 1.02 -0.72
C -7.8143 -6.9052 1.7831 -0.16 -0.17 -0.45
C 8.1050 2.4261 -3.9919 0.09 -0.25 0.20
C 0.0801 2.8369 0.9396 -3.13 3.20 0.10
C 3.4072 3.9897 1.5730 0.75 0.25 -0.53
C 8.2576 -0.9057 -7.0860 -0.21 -0.20 -0.19
C -1.3370 2.4869 1.6881 -0.60 5.19 -1.77
C -6.4256 4.3846 -2.5811 0.04 -0.21 0.23
C -5.4649 -7.3671 5.4945 0.22 0.17 0.22
C -0.8471 5.5562 0.3714 0.41 -1.57 0.37
C 2.5624 -5.0090 0.5566 0.04 0.37 0.08
C 6.2349 1.4418 4.4534 0.16 -0.08 -0.35
C -2.2632 5.2006 1.0866 0.67 -0.24 -0.27
C -3.0387 7.5254 0.6057 2.20 -3.13 0.19
C 8.0882 -1.6933 3.1417 0.15 0.28 0.09
C -11.7547 -5.0862 1.2526 -0.18 0.25 0.17
C 1.7191 4.6431 -0.4543 -1.20 -0.35 -0.01
C -3.9241 3.3620 2.4120 0.06 0.79 -0.52
C -5.9842 -2.6477 0.3409 0.42 0.10 -0.10
C 3.8349 0.8594 -3.1584 0.08 -0.09 -0.13
C -4.9119 2.5923 1.3056 0.52 -1.01 0.23
H -8.3423 -7.0411 0.8369 0.25 0.19 0.27
H 8.0421 -0.6085 3.2589 0.00 -0.47 -0.09
H -1.6261 1.4593 2.1822 0.78 2.29 -1.20
H 8.9338 -1.7421 -6.8981 -0.13 0.20 0.14
H -3.5138 3.6295 -3.4770 0.08 0.09 -0.11
H 7.8655 1.5979 -3.3215 -0.06 0.23 -0.19
H 8.9444 -1.9787 2.5271 -0.18 -0.08 0.14
H 2.7319 2.5070 -0.1708 0.13 2.25 0.75
H 2.9224 -4.0128 0.2909 -0.04 -0.29 -0.02
H -9.4792 -0.9920 -3.1145 0.26 0.00 0.03
H -8.5219 -6.7741 2.6042 0.27 -0.13 -0.02
H -5.8798 4.0268 -3.4563 -0.07 0.18 0.12
H 4.2007 1.8146 -2.7763 -0.23 -0.33 -0.02
H 2.8981 4.9965 1.8844 0.97 -1.87 -0.58
H -12.5314 -5.2016 0.4940 0.26 0.02 0.04
H 5.0079 -3.3813 -1.8700 0.35 -0.14 -0.06
H -5.8818 3.2207 1.1201 1.97 -1.27 0.23
H -5.8656 5.1588 -2.0527 -0.04 -0.16 -0.19
H 3.0003 -5.3381 1.5011 -0.17 -0.03 -0.18
H -7.1380 -7.7415 1.9710 -0.20 0.25 0.12
H -1.4089 8.9483 -0.4611 -0.33 -2.82 0.92
H 7.0256 0.9126 3.9173 -0.34 0.20 0.30
H 9.1349 0.6416 7.1890 0.09 0.23 -0.19
H -5.1476 1.5363 1.7930 0.30 2.27 -1.54
H 3.8211 3.9383 -1.8032 0.31 0.10 1.82
H 2.6698 3.2609 3.4542 0.35 -0.63 -1.49
H -6.1980 -2.2773 -0.6637 -0.05 0.01 0.36
H -6.9034 -2.8292 0.9014 0.29 0.26 -0.25
H -8.6894 -1.2512 -4.7070 0.08 -0.11 0.30
H -3.8034 2.7371 3.4143 -0.10 1.09 -2.46
H 5.3602 1.5781 3.8143 0.02 0.16 0.16
H 1.9738 5.7912 -0.3114 -0.32 -2.55 -0.18
H 7.5499 -0.7747 -6.2649 0.25 -0.10 -0.03
H -4.4164 -7.3225 5.7966 -0.26 -0.12 -0.18
H 1.5054 4.4856 -1.6182 0.58 0.27 2.42
H 6.6007 2.3970 4.8355 -0.21 -0.11 -0.06
H -4.5162 4.3392 2.7162 1.63 -1.85 -0.72
H -7.7569 -0.5167 -3.3587 -0.20 -0.12 0.08
H 8.1166 -2.1856 4.1158 0.01 0.04 -0.23
H 4.5852 4.1404 1.5553 -2.50 -0.08 -0.21
H -5.7905 -6.4072 5.0887 -0.08 -0.22 0.03
H -10.9713 -4.4029 0.9185 -0.14 -0.18 -0.09
H 7.7296 -1.0417 -8.0323 0.21 0.16 0.21
H 8.6509 2.0682 -4.8671 -0.02 0.22 0.17
H -3.8445 8.3960 0.6303 1.86 -2.25 0.03
H 5.5788 -5.0517 -2.2028 0.32 0.27 0.14
H -12.1854 -4.7469 2.1971 0.16 -0.21 -0.20
H 10.5973 1.6610 7.4102 -0.20 0.15 -0.10
H 8.9630 2.4216 7.3594 0.23 -0.06 -0.08
H -3.4725 0.8034 -1.3145 0.01 0.98 1.43
H -5.3743 -3.5525 0.2967 -0.14 0.52 0.15
H 8.6650 3.2003 -3.4635 -0.08 -0.08 -0.23
H -3.2101 4.9014 -4.7189 -0.07 -0.21 0.06
H 2.6369 2.0779 2.1790 0.45 1.29 0.70
H -6.6652 3.5564 -1.9107 -0.01 0.30 -0.21
H 6.1725 -4.1651 -0.7491 0.02 -0.10 -0.19
H 2.9602 0.9958 -3.7975 0.08 0.06 0.21
H 0.8830 1.9727 0.8858 -1.79 2.26 -0.09
H -1.8360 3.9861 -4.0110 -0.27 -0.10 -0.14
H 4.6256 0.3302 -3.6945 -0.23 0.10 0.30
H 1.4714 -5.0268 0.5968 0.21 -0.13 0.06
H -6.0941 -7.6790 6.3305 0.00 0.09 -0.23
```
Forces are in eV/Å.